DFT (ωB97M-V/def2-TZVPD) results for a structure of composition C29H24Cl2GeN3SY.

Its charge is +3. The expectation value of S² is 0.76. Its LUMO energy (alpha / beta) is -9.3 / -10.3 eV. As for the relative energy (zero: lowest compared OMol25 entry of this formula, charge and spin): 0.000 eV. As for the gap between HOMO and LUMO (alpha / beta): 5.97 / 6.38 eV. As for the spin multiplicity: 2. The value obtained for the electronic energy is -4716.75453 hartree. The highest occupied orbital energy (alpha / beta) comes out at -0.5617 / -0.6118 Ha.

Geometry (Å):
Y: 0.3384 0.4738 -0.5950
Ge: 2.7199 2.3505 1.1650
Cl: -0.8112 -0.3855 1.8829
Cl: -2.2422 1.4460 0.1372
S: 3.5087 -3.1603 0.5565
N: -0.3329 -1.3434 -1.8385
N: -0.1573 -3.4406 -2.5135
N: 1.8057 -1.4091 -0.1438
C: -2.3355 -0.7493 -3.2909
C: 0.6126 1.8267 -3.0098
C: 0.6555 4.8938 4.4955
C: 2.0301 4.7055 4.4889
C: 0.1674 2.8149 -2.1233
C: 2.5758 1.4946 -1.6205
C: -3.0768 -2.6257 -4.6493
C: 2.6214 3.9381 3.4960
C: 1.4871 -2.5750 -0.8257
C: 0.3406 -2.4876 -1.7245
C: -2.3805 0.4108 1.5956
C: 4.4372 1.5968 1.4572
C: -3.1933 -1.2903 -4.2267
C: -0.1410 4.3183 3.5087
C: 2.3039 -3.6250 -0.5592
C: 0.4428 3.5583 2.5129
C: 2.8633 -1.6029 0.6160
C: 5.9546 0.4794 2.9669
C: -2.0991 -3.4617 -4.1512
C: 6.6710 1.0485 0.7324
C: 2.0806 2.4071 -0.6411
C: 6.9304 0.4827 1.9763
C: -1.2401 -2.9053 -3.2117
C: -1.3434 -1.5839 -2.7826
C: 4.7118 1.0380 2.7131
C: 1.8590 1.2189 -2.7782
C: 5.4287 1.6016 0.4683
C: 0.8824 3.1034 -0.9631
C: 1.8308 3.3685 2.4919
H: -3.9781 -0.6772 -4.6481
H: 3.5067 0.9691 -1.4417
H: -3.7732 -3.0059 -5.3836
H: 2.6440 5.1596 5.2546
H: 0.5071 3.8612 -0.2848
H: 7.4457 1.0752 -0.0221
H: 3.9650 1.0534 3.5003
H: -2.6116 1.0473 2.4418
H: -2.4417 0.2817 -2.9728
H: 6.1707 0.0587 3.9398
H: 2.2694 -4.6286 -0.9539
H: 7.9050 0.0598 2.1810
H: 0.1898 -4.3842 -2.6018
H: 2.2516 0.5093 -3.4964
H: -3.1337 -0.3455 1.4070
H: -2.0117 -4.4891 -4.4773
H: 0.0500 1.5950 -3.9046
H: -0.7475 3.3559 -2.3369
H: 0.1984 5.4934 5.2712
H: 5.2582 2.0778 -0.4904
H: 3.6968 3.8018 3.4998
H: -1.2112 4.4766 3.5213
H: 3.3107 -0.8304 1.2283
H: -0.1903 3.1194 1.7455